1.
{
  "formula": "C45H35AlBrClO4P2S",
  "method": "the ωB97M-V functional and the def2-TZVPD basis",
  "homo_energy_ev": -8.0147,
  "energy_ev": -174001.967,
  "homo_lumo_gap_ha": 0.28542,
  "multiplicity": 1,
  "de_lowest_kj_mol": 61.1,
  "largest_force_ha_per_bohr": 0.009,
  "species": ["Al", "O", "S", "C", "C", "C", "C", "C", "C", "P", "C", "C", "C", "C", "C", "C", "C", "C", "C", "C", "C", "C", "C", "C", "C", "C", "C", "C", "P", "C", "C", "C", "C", "C", "C", "C", "C", "C", "C", "C", "C", "H", "H", "H", "H", "H", "H", "H", "H", "H", "H", "H", "H", "H", "H", "H", "H", "H", "H", "H", "H", "H", "H", "H", "H", "H", "H", "H", "H", "C", "C", "O", "H", "H", "H", "Cl", "Br", "C", "C", "C", "C", "C", "C", "C", "O", "O", "H", "H", "H", "H"],
  "positions_angstrom": [[0.888, -0.665, 0.103], [-2.942, -0.850, -2.537], [-1.951, -0.140, -1.692], [-0.967, 0.785, -2.903], [-1.306, 0.613, -4.235], [-0.686, 1.399, -5.197], [0.235, 2.366, -4.821], [0.541, 2.555, -3.481], [-0.065, 1.771, -2.506], [0.281, 1.875, -0.727], [1.893, 2.726, -0.651], [2.092, 3.893, 0.075], [3.366, 4.436, 0.189], [4.446, 3.820, -0.424], [4.252, 2.654, -1.154], [2.986, 2.105, -1.261], [-0.932, 3.047, -0.069], [-1.035, 3.142, 1.319], [-1.945, 4.023, 1.883], [-2.772, 4.787, 1.070], [-2.681, 4.680, -0.310], [-1.758, 3.817, -0.882], [-0.756, -1.433, -1.013], [0.386, -2.719, -3.022], [0.659, -3.972, -2.221], [-0.108, -4.444, -1.237], [-1.274, -3.846, -0.595], [-1.590, -2.542, -0.496], [-3.061, -1.971, 0.480], [-3.799, -3.556, 1.010], [-4.700, -4.152, 0.125], [-5.316, -5.351, 0.444], [-5.057, -5.960, 1.665], [-4.179, -5.367, 2.559], [-3.548, -4.173, 2.232], [-2.206, -1.370, 1.978], [-1.033, -1.938, 2.479], [-0.413, -1.406, 3.599], [-0.976, -0.318, 4.253], [-2.154, 0.240, 3.776], [-2.754, -0.269, 2.632], [-2.062, -0.116, -4.493], [-0.933, 1.262, -6.241], [0.708, 2.985, -5.572], [1.258, 3.313, -3.189], [1.258, 4.378, 0.567], [3.510, 5.341, 0.764], [5.438, 4.241, -0.327], [5.092, 2.161, -1.628], [2.846, 1.187, -1.824], [-0.393, 2.542, 1.956], [-2.014, 4.104, 2.960], [-3.489, 5.466, 1.513], [-3.328, 5.271, -0.945], [-1.689, 3.741, -1.960], [1.260, -2.506, -3.638], [1.567, -4.506, -2.470], [0.194, -5.394, -0.808], [-1.893, -4.547, -0.048], [-4.916, -3.666, -0.820], [-6.007, -5.805, -0.255], [-5.546, -6.891, 1.922], [-3.980, -5.834, 3.515], [-2.863, -3.721, 2.937], [-0.599, -2.799, 1.983], [0.517, -1.834, 3.951], [-0.482, 0.108, 5.115], [-2.593, 1.092, 4.279], [-3.652, 0.194, 2.238], [-0.868, -2.831, -3.891], [0.332, -1.657, -1.972], [1.351, -0.931, -1.753], [-0.874, -3.805, -4.379], [-0.870, -2.060, -4.660], [-1.782, -2.729, -3.309], [1.775, -2.506, 0.813], [8.261, 1.679, 1.904], [6.380, 1.484, 2.012], [5.647, 2.400, 2.751], [4.271, 2.259, 2.814], [3.636, 1.223, 2.138], [4.390, 0.309, 1.414], [5.770, 0.432, 1.351], [2.142, 1.139, 2.203], [1.497, 1.809, 2.982], [1.594, 0.359, 1.308], [6.147, 3.209, 3.265], [3.667, 2.956, 3.380], [3.902, -0.516, 0.911], [6.364, -0.280, 0.795]]
}

2.
{
  "formula": "C45H35BrF4GaOP3S2",
  "method": "the ωB97M-V functional and the def2-TZVPD basis",
  "homo_energy_ev": -12.4770,
  "energy_ev": -232091.647,
  "homo_lumo_gap_ha": 0.20291,
  "multiplicity": 1,
  "total_charge": 2,
  "de_lowest_kj_mol": 102.1,
  "largest_force_ha_per_bohr": 0.030,
  "species": ["Ga", "F", "C", "C", "F", "C", "F", "C", "P", "C", "C", "C", "C", "C", "C", "C", "C", "C", "C", "C", "C", "C", "Br", "C", "F", "H", "H", "H", "H", "H", "H", "H", "H", "H", "H", "C", "O", "C", "S", "S", "H", "H", "H", "C", "P", "C", "C", "C", "C", "C", "C", "C", "C", "C", "C", "C", "C", "P", "C", "C", "C", "C", "C", "C", "C", "C", "C", "C", "C", "C", "H", "H", "H", "H", "H", "H", "H", "H", "H", "H", "H", "H", "H", "H", "H", "H", "H", "H", "H", "H", "H", "H"],
  "positions_angstrom": [[0.738, 0.820, 0.954], [5.628, -0.131, 5.938], [5.020, -0.224, 4.778], [5.759, -0.324, 3.611], [7.074, -0.348, 3.663], [5.105, -0.401, 2.392], [5.837, -0.512, 1.292], [3.719, -0.389, 2.308], [2.884, -0.405, 0.707], [3.241, -1.949, -0.112], [2.791, -2.109, -1.428], [3.016, -3.305, -2.085], [3.666, -4.345, -1.430], [4.092, -4.191, -0.117], [3.869, -2.999, 0.554], [3.781, 0.921, -0.149], [3.693, 2.193, 0.416], [4.353, 3.257, -0.172], [5.064, 3.064, -1.351], [5.151, 1.800, -1.914], [4.518, 0.722, -1.311], [2.997, -0.314, 3.500], [1.106, -0.339, 3.495], [3.633, -0.226, 4.720], [2.937, -0.135, 5.842], [2.268, -1.303, -1.931], [2.680, -3.431, -3.106], [3.827, -5.285, -1.941], [4.592, -5.005, 0.391], [4.187, -2.899, 1.583], [3.154, 2.347, 1.346], [4.324, 4.236, 0.287], [5.552, 3.903, -1.828], [5.719, 1.645, -2.821], [4.620, -0.271, -1.729], [1.993, 5.396, 1.956], [1.471, 4.132, 1.480], [0.603, 4.185, 0.486], [-0.005, 5.468, -0.274], [-0.001, 2.623, -0.075], [2.565, 5.161, 2.848], [1.179, 6.075, 2.197], [2.628, 5.842, 1.193], [-3.074, -0.269, 0.448], [-1.290, -0.638, 0.351], [-1.191, -1.971, 1.585], [-0.826, -3.282, 1.313], [-0.823, -4.222, 2.342], [-1.170, -3.855, 3.631], [-1.502, -2.534, 3.917], [-1.510, -1.596, 2.897], [-1.055, -1.281, -1.313], [-1.739, -2.417, -1.752], [-1.712, -2.754, -3.095], [-1.022, -1.958, -4.004], [-0.326, -0.840, -3.570], [-0.335, -0.504, -2.223], [-3.664, 1.469, 0.108], [-3.362, 1.556, -1.703], [-2.613, 2.610, -2.217], [-2.346, 2.689, -3.581], [-2.845, 1.720, -4.438], [-3.632, 0.686, -3.938], [-3.897, 0.608, -2.581], [-5.468, 1.185, 0.127], [-6.100, 0.063, 0.649], [-7.487, -0.041, 0.607], [-8.247, 0.983, 0.070], [-7.622, 2.118, -0.435], [-6.242, 2.221, -0.401], [-3.384, -0.532, 1.457], [-3.523, -0.951, -0.280], [-0.551, -3.581, 0.310], [-0.553, -5.248, 2.128], [-1.177, -4.594, 4.421], [-1.751, -2.237, 4.928], [-1.766, -0.561, 3.116], [-2.293, -3.031, -1.053], [-2.248, -3.629, -3.439], [-1.027, -2.214, -5.056], [0.200, -0.216, -4.281], [0.189, 0.383, -1.884], [-2.254, 3.385, -1.551], [-1.762, 3.514, -3.971], [-2.641, 1.778, -5.500], [-4.049, -0.053, -4.611], [-4.540, -0.181, -2.203], [-5.531, -0.747, 1.091], [-7.972, -0.925, 0.999], [-9.325, 0.902, 0.045], [-8.212, 2.928, -0.844], [-5.757, 3.113, -0.782]]
}

3.
{
  "formula": "C45H35CrF5N3O3PS",
  "method": "the ωB97M-V functional and the def2-TZVPD basis",
  "homo_energy_ev": [-10.8308, -10.8776],
  "energy_ev": -119973.140,
  "homo_lumo_gap_ha": [0.26720, 0.27497],
  "multiplicity": 2,
  "total_charge": 1,
  "de_lowest_kj_mol": 22.3,
  "largest_force_ha_per_bohr": 0.029,
  "species": ["Cr", "O", "S", "O", "N", "C", "C", "C", "C", "C", "C", "C", "C", "N", "C", "C", "C", "C", "C", "C", "C", "H", "H", "H", "H", "H", "H", "H", "H", "H", "H", "H", "C", "C", "C", "C", "C", "O", "C", "N", "C", "C", "C", "C", "C", "C", "P", "C", "C", "C", "C", "C", "C", "C", "C", "C", "C", "C", "C", "H", "H", "H", "H", "H", "H", "H", "H", "H", "H", "H", "H", "H", "H", "H", "H", "H", "H", "H", "H", "H", "H", "H", "H", "F", "C", "C", "C", "F", "C", "F", "C", "F", "C", "F"],
  "positions_angstrom": [[-0.132, 0.383, -0.192], [-2.915, 2.543, 0.645], [-2.084, 1.559, 1.256], [-2.088, 0.163, 0.772], [-0.515, 1.843, 0.983], [0.323, 2.929, 0.988], [0.152, 4.182, 1.531], [1.216, 5.100, 1.492], [2.432, 4.775, 0.949], [2.634, 3.502, 0.369], [3.849, 3.049, -0.188], [3.930, 1.772, -0.682], [2.795, 0.955, -0.676], [1.631, 1.345, -0.191], [1.557, 2.596, 0.358], [-2.464, 1.492, 2.986], [-2.638, 2.668, 3.698], [-2.940, 2.595, 5.048], [-3.061, 1.359, 5.667], [-2.908, 0.187, 4.939], [-2.613, 0.250, 3.587], [-0.799, 4.455, 1.966], [1.068, 6.081, 1.921], [3.246, 5.486, 0.969], [4.702, 3.713, -0.219], [4.848, 1.391, -1.104], [2.810, -0.032, -1.126], [-2.568, 3.622, 3.192], [-3.096, 3.503, 5.615], [-3.298, 1.311, 6.721], [-3.026, -0.773, 5.422], [-2.511, -0.640, 2.982], [0.789, 0.399, 3.934], [2.001, 0.455, 3.016], [3.305, 0.585, 3.806], [2.101, -0.758, 2.090], [2.378, -2.038, 2.886], [1.574, -3.022, 2.236], [0.767, -2.397, 1.371], [0.916, -1.121, 1.253], [-0.063, -3.355, 0.627], [-0.313, -4.587, 1.244], [-0.915, -5.616, 0.548], [-1.246, -5.443, -0.789], [-1.010, -4.226, -1.401], [-0.440, -3.163, -0.701], [-0.252, -1.567, -1.574], [-1.845, -1.594, -2.473], [-2.977, -1.873, -1.702], [-4.238, -1.833, -2.268], [-4.388, -1.487, -3.603], [-3.271, -1.210, -4.373], [-2.001, -1.268, -3.815], [1.062, -1.934, -2.781], [1.861, -3.073, -2.690], [2.884, -3.277, -3.603], [3.114, -2.358, -4.615], [2.338, -1.211, -4.697], [1.332, -0.988, -3.773], [0.702, 1.332, 4.492], [0.856, -0.421, 4.651], [-0.115, 0.275, 3.348], [1.911, 1.337, 2.394], [3.411, -0.222, 4.532], [3.320, 1.529, 4.349], [4.170, 0.570, 3.140], [2.919, -0.573, 1.386], [2.050, -1.968, 3.925], [3.417, -2.357, 2.862], [-0.019, -4.734, 2.272], [-1.105, -6.561, 1.038], [-1.687, -6.253, -1.353], [-1.278, -4.091, -2.440], [-2.870, -2.100, -0.649], [-5.106, -2.056, -1.662], [-5.376, -1.418, -4.038], [-3.384, -0.939, -5.414], [-1.139, -1.066, -4.436], [1.684, -3.805, -1.913], [3.502, -4.161, -3.525], [3.902, -2.533, -5.335], [2.518, -0.487, -5.480], [0.757, -0.072, -3.809], [1.461, 2.028, -2.677], [0.119, 2.102, -2.795], [-0.723, 1.445, -1.893], [-2.069, 1.559, -2.256], [-3.014, 0.922, -1.568], [-2.540, 2.269, -3.348], [-3.842, 2.298, -3.619], [-1.650, 2.922, -4.179], [-2.076, 3.598, -5.235], [-0.300, 2.824, -3.900], [0.595, 3.401, -4.701]]
}

4.
{
  "formula": "C45H36Cl2NO8RhS3",
  "method": "the ωB97M-V functional and the def2-TZVPD basis",
  "homo_energy_ev": [-8.4880, -8.6014],
  "energy_ev": -125676.137,
  "homo_lumo_gap_ha": [0.30781, 0.23564],
  "multiplicity": 5,
  "de_lowest_kj_mol": 0.0,
  "largest_force_ha_per_bohr": 0.008,
  "species": ["Rh", "C", "C", "C", "C", "C", "C", "C", "S", "O", "C", "C", "C", "C", "C", "C", "C", "C", "C", "C", "C", "C", "C", "C", "C", "C", "C", "C", "C", "C", "S", "O", "C", "C", "C", "C", "C", "C", "C", "H", "H", "H", "H", "H", "H", "H", "H", "H", "H", "H", "H", "H", "H", "H", "H", "H", "H", "H", "H", "H", "H", "H", "H", "H", "H", "C", "C", "C", "C", "C", "C", "C", "S", "O", "O", "N", "C", "C", "O", "O", "H", "H", "H", "H", "H", "H", "H", "H", "H", "Cl", "C", "Cl", "C", "O", "O", "H"],
  "positions_angstrom": [[-0.273, -0.408, 0.826], [5.773, -0.418, -3.978], [4.929, -0.424, -2.734], [5.523, -0.294, -1.476], [4.755, -0.269, -0.328], [3.375, -0.380, -0.443], [2.755, -0.494, -1.675], [3.545, -0.524, -2.816], [2.398, -0.315, 1.033], [2.917, 0.762, 1.899], [2.733, -1.912, 1.759], [2.913, -3.015, 0.893], [2.885, -4.279, 1.391], [2.642, -4.507, 2.765], [2.553, -5.821, 3.284], [2.306, -6.030, 4.609], [2.136, -4.931, 5.478], [2.223, -3.653, 5.007], [2.480, -3.404, 3.635], [2.552, -2.075, 3.111], [2.535, -0.945, 4.095], [3.734, -0.699, 4.834], [4.938, -1.401, 4.567], [6.073, -1.137, 5.278], [6.069, -0.161, 6.297], [4.928, 0.533, 6.573], [3.737, 0.285, 5.849], [2.548, 1.006, 6.126], [1.422, 0.784, 5.401], [1.432, -0.186, 4.374], [-0.079, -0.466, 3.466], [-0.944, -1.361, 4.244], [-0.760, 1.178, 3.446], [-2.100, 1.321, 3.761], [-2.688, 2.568, 3.605], [-1.954, 3.653, 3.133], [-2.595, 4.998, 2.942], [-0.603, 3.474, 2.825], [0.005, 2.243, 2.978], [6.757, -0.847, -3.791], [5.920, 0.604, -4.335], [5.297, -0.982, -4.780], [6.600, -0.211, -1.401], [5.210, -0.155, 0.648], [1.678, -0.569, -1.744], [3.072, -0.621, -3.786], [3.058, -2.851, -0.165], [3.021, -5.127, 0.730], [2.675, -6.655, 2.604], [2.232, -7.037, 4.998], [1.925, -5.104, 6.525], [2.074, -2.820, 5.681], [4.955, -2.149, 3.786], [6.984, -1.679, 5.059], [6.975, 0.037, 6.854], [4.914, 1.290, 7.348], [2.552, 1.744, 6.919], [0.517, 1.343, 5.599], [-2.668, 0.460, 4.089], [-3.740, 2.690, 3.829], [-3.682, 4.929, 2.984], [-2.312, 5.425, 1.979], [-2.271, 5.695, 3.717], [-0.028, 4.302, 2.429], [1.047, 2.102, 2.707], [-4.405, -5.026, -3.029], [-4.085, -3.865, -2.128], [-3.716, -4.065, -0.803], [-3.413, -2.992, 0.027], [-3.490, -1.708, -0.482], [-3.861, -1.480, -1.801], [-4.154, -2.557, -2.614], [-3.110, -0.341, 0.566], [-4.299, 0.391, 0.890], [-2.368, -0.950, 1.695], [-2.018, 0.477, -0.242], [-1.978, 1.926, -0.239], [-0.516, 2.377, -0.231], [-0.226, 3.525, -0.476], [0.349, 1.449, 0.106], [-4.262, -5.976, -2.516], [-3.768, -5.019, -3.916], [-5.439, -4.978, -3.372], [-3.651, -5.073, -0.410], [-3.103, -3.152, 1.051], [-3.898, -0.469, -2.188], [-4.434, -2.386, -3.647], [-2.470, 2.371, 0.632], [-2.448, 2.331, -1.136], [1.309, -4.355, -1.990], [-0.141, -4.139, -0.975], [-0.340, -5.481, 0.149], [-0.071, -2.782, -0.270], [-0.110, -1.770, -1.011], [-0.063, -2.698, 0.976], [-0.995, -4.133, -1.645]]
}

5.
{
  "formula": "C45H36O11",
  "method": "the ωB97M-V functional and the def2-TZVPD basis",
  "homo_energy_ev": -8.4393,
  "energy_ev": -69743.823,
  "homo_lumo_gap_ha": 0.24351,
  "multiplicity": 1,
  "largest_force_ha_per_bohr": 0.167,
  "species": ["C", "C", "C", "C", "C", "C", "C", "C", "C", "C", "O", "C", "C", "C", "C", "C", "O", "C", "C", "C", "C", "C", "O", "C", "H", "H", "H", "H", "H", "H", "H", "H", "H", "H", "H", "H", "H", "H", "H", "H", "H", "H", "H", "H", "C", "C", "C", "O", "C", "C", "C", "O", "H", "H", "H", "H", "C", "C", "C", "O", "C", "C", "C", "O", "H", "H", "H", "H", "C", "C", "C", "O", "C", "C", "C", "O", "H", "H", "H", "H", "C", "C", "C", "O", "C", "C", "C", "O", "H", "H", "H", "H"],
  "positions_angstrom": [[-0.661, -4.682, 3.368], [-0.226, -3.238, 2.652], [0.629, -3.210, 1.229], [0.958, -1.710, 0.589], [0.473, -0.297, 1.325], [-0.367, -0.392, 2.745], [-0.951, 0.942, 3.568], [-2.539, 1.076, 3.061], [-3.705, 0.586, 3.901], [-5.239, 0.736, 3.251], [-6.322, 1.058, 3.988], [-5.304, 0.490, 1.599], [-6.536, -0.257, 0.817], [-7.813, -0.867, 1.707], [-7.373, -2.307, 2.366], [-8.138, -2.690, 3.764], [-9.195, -1.752, 4.174], [-6.446, -0.407, -0.845], [-5.151, 0.157, -1.732], [-3.914, 0.894, -0.947], [-4.025, 1.040, 0.683], [-2.779, 1.745, 1.547], [-2.047, 2.779, 1.076], [-0.716, -1.860, 3.418], [-1.797, -4.936, 3.107], [-0.030, -5.594, 2.975], [-0.643, -4.584, 4.555], [0.976, -4.166, 0.647], [1.526, -1.598, -0.430], [0.691, 0.756, 0.828], [-0.315, 1.903, 3.315], [-0.999, 0.777, 4.726], [-3.509, 0.124, 4.961], [-8.662, -1.115, 0.908], [-8.154, -0.055, 2.484], [-6.209, -2.376, 2.587], [-7.652, -3.161, 1.581], [-8.666, -3.753, 3.641], [-7.374, -2.828, 4.671], [-10.088, -2.237, 4.280], [-7.356, -0.942, -1.390], [-5.050, 0.033, -2.899], [-2.926, 1.308, -1.452], [-1.345, -1.979, 4.419], [5.029, 3.270, 0.674], [4.819, 1.973, 0.427], [3.586, 1.510, -0.240], [3.392, 0.323, -0.464], [2.595, 2.535, -0.623], [2.805, 3.832, -0.376], [4.038, 4.295, 0.290], [4.232, 5.481, 0.515], [5.928, 3.626, 1.162], [5.537, 1.209, 0.701], [1.696, 2.179, -1.112], [2.087, 4.596, -0.651], [2.237, -0.884, -3.601], [2.108, -2.127, -4.074], [0.973, -2.505, -4.939], [0.853, -3.643, -5.370], [-0.013, -1.454, -5.263], [0.116, -0.211, -4.790], [1.251, 0.166, -3.925], [1.370, 1.305, -3.494], [3.063, -0.591, -2.965], [2.823, -2.909, -3.846], [-0.839, -1.747, -5.899], [-0.599, 0.571, -5.018], [6.219, 1.746, 4.305], [6.293, 2.488, 5.414], [5.091, 2.788, 6.217], [5.157, 3.469, 7.231], [3.805, 2.234, 5.748], [3.731, 1.491, 4.639], [4.933, 1.192, 3.837], [4.867, 0.510, 2.823], [7.091, 1.517, 3.705], [7.228, 2.901, 5.772], [2.933, 2.462, 6.349], [2.795, 1.078, 4.282], [2.887, -0.658, -7.473], [2.628, -0.399, -8.758], [3.533, 0.439, -9.568], [3.296, 0.679, -10.744], [4.737, 0.978, -8.904], [4.996, 0.718, -7.619], [4.091, -0.120, -6.808], [4.328, -0.360, -5.633], [2.233, -1.271, -6.864], [1.749, -0.787, -9.260], [5.391, 1.590, -9.512], [5.874, 1.106, -7.117]]
}

no.,M (g/mol)
1,876.12
2,974.45
3,875.82
4,988.79
5,752.77